1.
{"formula": "C5H9NO2", "method": "ωB97M-V/def2-TZVPD", "total_energy_ha": -400.91639, "lumo_energy_ev": -4.74, "total_charge": 0, "gap_ev": 3.3, "species": ["H", "C", "H", "H", "C", "H", "C", "H", "H", "H", "O", "H", "O", "N", "H", "C", "C"], "coordinates": [[-1.81299, -0.44129, 2.05288], [-0.79214, 0.26295, -0.27112], [0.99480, -0.48296, -1.25062], [3.01417, 0.07331, 1.56074], [0.11586, 0.12446, -1.48625], [3.91658, 0.44237, -0.31372], [2.43279, 0.69043, 0.85467], [-0.43969, -0.29665, -2.32711], [0.50644, 1.10546, -1.75174], [-1.28236, 1.24599, -0.26056], [1.32193, 1.16817, 1.16957], [-0.20760, 0.27097, 0.67504], [-2.39505, -1.37040, -1.02972], [2.98848, 0.86821, -0.33657], [-3.04490, -1.70917, 1.52526], [-2.21270, -1.06471, 1.26190], [-1.82548, -0.82795, -0.09690]], "forces_ev_per_a": [[0.0, 0.1, -0.1], [0.2, -0.4, 0.0], [-0.2, -0.1, 0.0], [-0.3, 0.0, 0.4], [-0.4, 0.3, 0.0], [-0.1, 0.0, -0.1], [1.1, -0.2, -1.1], [0.2, 0.0, 0.0], [0.0, -0.1, -0.1], [0.0, -0.1, 0.1], [-0.6, 0.1, 0.5], [0.2, 0.1, 0.0], [0.0, -0.5, 0.1], [-0.2, 0.1, 0.4], [0.1, -0.2, -0.2], [-0.3, 0.1, 0.5], [0.2, 0.9, -0.5]], "nbo_charge": [0.205, -0.479, 0.236, 0.089, -0.619, 0.321, 0.394, 0.223, 0.242, 0.258, -0.597, 0.290, -0.445, -0.643, 0.205, -0.072, 0.392]}

2.
{"formula": "C5H9NO2", "method": "ωB97M-V/def2-TZVPD", "total_energy_ha": -400.99692, "lumo_energy_ev": 0.49, "total_charge": 0, "gap_ev": 8.0, "species": ["H", "C", "H", "H", "N", "H", "O", "O", "C", "C", "H", "H", "C", "C", "H", "H", "H"], "coordinates": [[0.65568, 2.38660, 0.34627], [0.11258, 1.54303, -0.10032], [-2.37427, -1.16993, 0.66262], [-0.44891, -1.23004, -1.38169], [0.23137, 0.03873, 1.41895], [-0.18895, 1.77762, -1.11681], [-2.03599, 1.10413, 1.24019], [-1.67938, -1.62289, 0.15847], [-1.11657, -0.68117, -0.71447], [-0.95014, 0.88597, 0.76251], [-1.84749, -0.14899, -1.33289], [0.06091, -0.90192, 1.77060], [0.74680, 0.19093, 0.17568], [1.96589, -0.43692, -0.37539], [1.99770, -0.34383, -1.45962], [2.03651, -1.48551, -0.08658], [2.83426, 0.09420, 0.03250]], "forces_ev_per_a": [[-0.1, -0.1, 0.2], [-0.1, -0.1, -0.4], [0.2, -0.1, 0.0], [-0.1, -0.1, -0.1], [-0.8, 0.6, 0.9], [0.0, 0.0, 0.0], [0.8, -0.6, -0.9], [-0.1, 0.4, 0.1], [1.1, -0.6, -0.5], [0.7, 0.6, 2.1], [0.0, 0.2, 0.2], [-0.2, 0.0, -0.2], [-1.4, -0.2, -1.3], [0.0, 0.0, 0.0], [0.0, 0.0, 0.0], [0.0, 0.0, 0.0], [-0.1, 0.0, 0.0]], "nbo_charge": [0.208, -0.530, 0.482, 0.171, -0.702, 0.223, -0.574, -0.724, -0.273, 0.714, 0.172, 0.384, 0.410, -0.687, 0.238, 0.238, 0.249]}